Density functional theory data (ωB97M-V with the def2-TZVPD basis set) for a 2-piece molecular cluster, C19H28N3O2S overall at a distorted geometry.

Last columns: bonded neighbours and bond lengths (Å).
Geometry (Å):
1 C 0.3147 0.1242 3.6650  C2 1.554, H23 1.098, H24 1.100, H25 1.099
2 C -0.0089 1.0905 2.4917  C1 1.554, C3 1.535, H26 1.104, H27 1.106
3 C -1.0850 2.1236 2.8557  C2 1.535, C4 1.569, H28 1.103, H29 1.100
4 C -1.3343 3.1349 1.6819  C3 1.569, C5 1.550, H30 1.099, H31 1.101
5 C -2.6462 2.8558 0.9051  C4 1.550, N6 1.475, H32 1.101, H33 1.099
6 N -2.9120 1.4271 0.6555  C5 1.475, C7 1.398, C14 1.325
7 C -3.9468 0.7040 1.2551  N6 1.398, C8 1.341, H34 1.084
8 C -3.8557 -0.5362 0.7518  C7 1.341, S9 1.794, N13 1.389
9 S -4.8058 -2.0294 1.0420  C8 1.794, C10 1.811, O11 1.434, O12 1.424
10 C -3.5738 -3.3421 1.2404  S9 1.811, H35 1.100, H36 1.103, H37 1.095
11 O -5.4677 -2.3177 -0.1969  S9 1.434
12 O -5.6722 -1.9220 2.1668  S9 1.424
13 N -2.7978 -0.5839 -0.1473  C8 1.389, C14 1.333, H38 1.011
14 C -2.2388 0.6258 -0.1571  N6 1.325, N13 1.333, C15 1.519
15 C -1.0179 0.9457 -1.0019  C14 1.519, C16 1.562, H39 1.096, H40 1.099
16 C -0.2695 -0.3819 -1.3424  C15 1.562, C17 1.510, H41 1.105, H42 1.107
17 C 1.0920 -0.1538 -1.9543  C16 1.510, C18 1.391, C22 1.390
18 C 1.3697 -0.2647 -3.3125  C17 1.391, C19 1.384, H43 1.092
19 C 2.6549 -0.0114 -3.7585  C18 1.384, C20 1.383, H44 1.093
20 C 3.6830 0.3681 -2.9144  C19 1.383, C21 1.393, H45 1.089
21 C 3.4079 0.4584 -1.5522  C20 1.393, C22 1.382, H46 1.090
22 C 2.1308 0.1900 -1.0978  C17 1.390, C21 1.382, H47 1.095
23 H 0.6561 0.7081 4.5300  C1 1.098
24 H -0.5948 -0.4398 3.9205  C1 1.100
25 H 1.1011 -0.5715 3.3393  C1 1.099
26 H 0.9012 1.6352 2.1864  C2 1.104
27 H -0.2832 0.4477 1.6348  C2 1.106
28 H -2.0615 1.6668 3.0874  C3 1.103
29 H -0.7369 2.7321 3.7029  C3 1.100
30 H -1.3937 4.1713 2.0411  C4 1.099
31 H -0.4999 3.0554 0.9684  C4 1.101
32 H -2.6827 3.3910 -0.0563  C5 1.101
33 H -3.4836 3.2653 1.4879  C5 1.099
34 H -4.6798 1.0473 1.9765  C7 1.084
35 H -3.2759 -3.7359 0.2573  C10 1.100
36 H -2.6555 -2.9096 1.6733  C10 1.103
37 H -3.9798 -4.1543 1.8519  C10 1.095
38 H -2.5667 -1.4223 -0.6620  N13 1.011
39 H -0.3338 1.5811 -0.4271  C15 1.096
40 H -1.2894 1.4622 -1.9338  C15 1.099
41 H -0.2028 -0.9783 -0.4142  C16 1.105
42 H -0.9418 -0.9637 -2.0015  C16 1.107
43 H 0.5595 -0.5656 -3.9796  C18 1.092
44 H 2.8449 -0.1110 -4.8300  C19 1.093
45 H 4.6881 0.5958 -3.2653  C20 1.089
46 H 4.1827 0.7527 -0.8436  C21 1.090
47 H 1.9457 0.2543 -0.0201  C22 1.095
48 C 7.2169 -2.3112 -2.9813  C49 1.456, H51 1.090, H52 1.090, H53 1.089
49 C 6.4369 -2.0842 -1.7725  C48 1.456, N50 1.148
50 N 5.8228 -1.9051 -0.8196  C49 1.148
51 H 6.5975 -2.2218 -3.8735  C48 1.090
52 H 8.0289 -1.5899 -3.0685  C48 1.090
53 H 7.6585 -3.3071 -2.9845  C48 1.089

Properties
net charge	+1
highest occupied orbital energy	-11.88	eV
multiplicity	1
LUMO energy	-2.787	eV
largest force on an atom	0.0451	hartree/bohr
gap between HOMO and LUMO	9.094	eV
ΔE to the lowest compared entry with this formula, charge and spin	190.3	kJ/mol